{"formula": "C23H38NO4S", "method": "ωB97M-V/def2-TZVPD", "symbols": ["C", "C", "C", "C", "O", "C", "O", "C", "C", "O", "C", "C", "C", "C", "C", "S", "N", "C", "O", "C", "C", "C", "C", "C", "C", "C", "C", "C", "C", "H", "H", "H", "H", "H", "H", "H", "H", "H", "H", "H", "H", "H", "H", "H", "H", "H", "H", "H", "H", "H", "H", "H", "H", "H", "H", "H", "H", "H", "H", "H", "H", "H", "H", "H", "H", "H", "H"], "xyz": [[-4.276049, -1.076973, 2.709161], [-3.531726, -0.901332, 1.296626], [-3.345487, 0.654664, 1.077665], [-2.382990, 1.010420, -0.157954], [-1.957684, -0.255009, -0.711859], [-1.127803, -0.120959, -1.837108], [-1.926388, -0.620579, -2.906912], [-0.301797, 1.188262, -2.063459], [-0.978240, 2.439447, -2.764073], [-1.388063, 3.470066, -1.884872], [-0.281944, 4.168866, -1.299001], [0.320598, 5.320905, -2.192734], [0.906341, 6.435403, -1.227432], [0.606889, 0.584255, -3.252258], [0.939487, -0.786175, -2.528952], [2.530972, -1.575642, -2.918297], [-0.019716, -1.145466, -1.735857], [0.018724, -2.397655, -0.937293], [-0.057380, -2.178347, 0.457436], [1.057797, -2.706788, 1.136384], [1.535413, -4.076683, 1.020805], [2.677451, -4.605890, 1.750828], [3.112560, -6.084975, 1.501344], [3.376349, -3.733403, 2.682834], [2.909491, -2.357018, 2.804276], [1.764344, -1.808920, 2.060536], [1.379414, -0.328463, 2.346534], [-0.171629, -0.081326, 2.573482], [2.023532, 0.683533, 1.284065], [-5.358387, -1.300848, 2.545215], [-3.846225, -1.987937, 3.214486], [-4.154500, -0.177223, 3.361456], [-4.163345, -1.333331, 0.484382], [-2.555115, -1.439544, 1.426187], [-2.845364, 1.032451, 2.015904], [-4.330757, 1.178028, 1.015335], [-1.551802, 1.621546, 0.277964], [-2.996995, 1.553474, -0.919130], [-2.572847, 0.057635, -3.178805], [0.373427, 1.408520, -1.191971], [-1.899860, 2.043614, -3.287116], [-0.311137, 2.799459, -3.602184], [-0.677099, 4.642647, -0.355778], [0.568896, 3.508520, -0.974569], [-0.429393, 5.740317, -2.918514], [1.185840, 4.910018, -2.786730], [1.867113, 6.115478, -0.739119], [1.035497, 7.390526, -1.808330], [0.159191, 6.647360, -0.412010], [1.504580, 1.201081, -3.507087], [-0.040387, 0.438813, -4.159165], [2.287181, -2.252037, -4.101351], [0.883251, -3.027540, -1.261075], [-0.908395, -2.974104, -1.229735], [0.986053, -4.755202, 0.320342], [2.261637, -6.779061, 1.694298], [4.000091, -6.277195, 2.162419], [3.487241, -6.187485, 0.443330], [4.242772, -4.041849, 3.307041], [3.440324, -1.696651, 3.532324], [1.875470, -0.064079, 3.323270], [-0.504177, 0.666871, 1.802961], [-0.341162, 0.406134, 3.570405], [-0.764798, -1.018438, 2.474527], [1.341314, 1.540553, 1.046103], [2.403308, 0.150579, 0.369798], [2.936094, 1.144682, 1.761002]], "forces_ev_per_angstrom": [[0.13, -0.83, -0.77], [-0.67, 0.75, 1.51], [1.12, -0.51, 0.13], [-1.87, -0.08, 1.49], [1.80, 1.27, -0.41], [-2.47, -0.44, 1.52], [1.14, 0.96, -0.33], [0.64, 0.00, -2.60], [-0.69, -0.66, 0.14], [0.96, -0.65, -0.35], [0.28, 1.32, 0.43], [0.67, -0.20, 0.48], [-0.65, 0.06, -0.36], [0.01, -0.77, 1.94], [-0.21, 1.02, -2.60], [-0.29, -0.41, 0.51], [2.12, 0.12, -0.44], [-2.02, -1.69, -0.05], [1.37, -0.54, -0.99], [2.77, -0.08, 2.34], [0.00, 0.98, 0.26], [-0.35, 1.22, 0.19], [0.50, 1.19, 0.05], [-1.94, 1.24, -1.33], [-0.94, -1.09, -0.94], [0.80, -1.51, 0.26], [0.11, 0.20, 0.20], [0.47, 0.51, -0.35], [0.57, -0.18, 0.68], [0.78, 0.42, 0.28], [-0.46, 1.03, -0.28], [-0.12, -0.83, -0.50], [0.76, 0.14, 0.59], [-0.91, 0.69, -0.74], [-0.52, -0.26, -0.97], [0.77, -0.51, -0.17], [-0.48, -0.49, -0.98], [0.86, -0.16, 0.51], [0.23, -0.34, 0.32], [-0.96, -0.19, -0.71], [0.76, 0.61, 0.51], [-0.45, -0.12, 1.04], [0.19, -0.57, -0.98], [-0.84, 0.22, -0.33], [0.57, -0.43, 0.92], [-0.91, 0.40, 0.33], [-0.89, 0.37, -0.60], [0.18, -0.97, 0.69], [0.73, -0.14, -0.76], [-0.71, -0.78, 0.36], [0.70, -0.14, 0.83], [-0.53, 0.76, 0.78], [-0.42, 0.97, 0.35], [0.80, 0.77, 0.14], [0.56, 0.54, 0.73], [0.84, 0.41, -0.13], [-1.04, -0.17, -0.52], [-0.56, -0.01, 1.00], [-0.81, 0.01, -0.71], [-0.60, -0.54, -0.77], [-0.44, -0.46, -0.98], [0.04, -0.89, 0.69], [0.09, -0.64, -0.86], [0.42, 0.86, 0.22], [0.46, -0.84, 0.03], [-0.61, 0.53, 0.65], [-0.85, -0.44, -0.61]], "charge": 1, "orbital_gap_ev": 6.68, "energy_ha": -1652.69888}

***

{"formula": "C15H14IrN4O3S6", "method": "ωB97M-V/def2-TZVPD", "symbols": ["Ir", "S", "C", "S", "C", "C", "S", "S", "S", "O", "N", "C", "C", "C", "C", "C", "S", "H", "H", "H", "H", "O", "C", "C", "C", "C", "O", "N", "H", "H", "H", "H", "C", "N", "C", "C", "N", "H", "H", "H", "H", "H", "H"], "xyz": [[0.060446, -0.678203, -0.697575], [-1.598070, -6.181042, -5.137157], [-1.211547, -4.919348, -4.130585], [-1.483259, -3.265170, -4.505553], [-0.803580, -2.566011, -3.055814], [-0.346509, -3.430836, -2.156886], [0.394330, -3.004897, -0.638124], [-0.501151, -5.119790, -2.578371], [-0.763294, -0.835102, -2.904939], [-0.081729, 1.462554, -0.906403], [0.905636, 2.112532, -1.493738], [0.704567, 3.428322, -1.729144], [1.663130, 4.214431, -2.300749], [2.875457, 3.623601, -2.677465], [3.053063, 2.283796, -2.459164], [2.055982, 1.494386, -1.849268], [2.276352, -0.165155, -1.544974], [-0.266298, 3.785116, -1.421950], [1.467463, 5.265449, -2.453605], [3.657561, 4.211781, -3.139190], [3.961275, 1.774650, -2.749284], [-2.867457, -2.236277, -1.042388], [-2.864708, -1.433274, -0.149619], [-4.101709, -1.094026, 0.678555], [-3.641707, 0.053083, 1.558967], [-2.133450, 0.083957, 1.363741], [-1.391452, 0.746793, 2.078180], [-1.768706, -0.704917, 0.322201], [-4.375890, -1.980650, 1.251542], [-4.927926, -0.856455, 0.011074], [-3.881606, -0.050149, 2.616249], [-4.029722, 1.015178, 1.218702], [0.827821, 0.902787, 4.355252], [1.666927, 0.105779, 3.470074], [3.063398, -0.079441, 3.826876], [1.269573, -0.239683, 2.257235], [1.010036, -0.644807, 1.211980], [0.720455, 0.393692, 5.315809], [-0.147214, 1.033099, 3.900180], [1.287953, 1.880375, 4.523823], [3.133073, -0.582839, 4.792778], [3.576737, 0.883883, 3.896156], [3.555746, -0.687170, 3.072570]], "forces_ev_per_angstrom": [[1.89, 0.29, -0.06], [-0.02, 0.00, -0.02], [0.01, -0.01, 0.04], [0.01, 0.00, 0.01], [-0.16, 0.36, -0.66], [0.34, -0.63, 0.36], [-0.25, 0.36, 0.20], [0.00, 0.05, 0.00], [-0.13, 0.40, 0.56], [-0.55, -0.19, 0.49], [0.08, 0.02, -0.20], [-0.10, 0.13, 0.06], [0.05, 0.02, -0.02], [0.01, -0.10, 0.04], [0.00, 0.11, -0.01], [0.15, -0.16, -0.01], [-0.46, -0.64, -0.10], [-0.01, -0.07, 0.05], [-0.03, -0.02, -0.02], [-0.01, -0.01, -0.01], [0.00, 0.02, 0.01], [-0.01, -0.14, -0.11], [-0.05, 0.26, 0.44], [0.03, 0.07, 0.05], [-0.10, -0.06, -0.01], [0.18, 0.01, 0.10], [-0.01, 0.20, 0.06], [-0.38, -0.61, -1.00], [-0.01, -0.02, -0.02], [0.00, -0.02, -0.02], [0.03, 0.01, 0.01], [0.01, 0.02, 0.04], [0.05, -0.07, -0.05], [-0.04, -0.04, -0.16], [-0.01, 0.07, -0.01], [0.36, -0.28, 0.12], [-0.75, 0.66, -0.07], [0.02, 0.00, 0.00], [-0.10, 0.01, -0.09], [-0.01, 0.01, -0.02], [0.00, -0.02, 0.01], [0.01, 0.01, -0.01], [-0.01, -0.02, 0.00]], "charge": -1, "orbital_gap_ev": 5.59, "de_lowest_ev": 0.000, "energy_ha": -3518.34089}

***

Number 1: LUMO level -4.4332 eV. Number 2: LUMO level 2.2875 eV.